Record 1
The following is a DFT calculation (ωB97M-V/def2-TZVPD) of ClH6Li3O3 as an isolated structure.

Its HOMO-LUMO gap (alpha / beta) is 3.67 / 10.05 eV. The spin multiplicity is 2. The calculation puts the LUMO energy (alpha / beta) at -4.294 / -4.039 eV. The charge is +1. The value obtained for the HOMO energy (alpha / beta) is -7.9633 / -14.0878 eV. As for the expectation value of S²: 0.75. For the molecular weight, the calculation gives 110.32 g mol⁻¹. As for the total energy: -19372.167 eV.

Atoms and positions in Å:
Li -0.43 -0.69 -2.95
Li 2.68 1.46 0.34
Li 0.48 2.85 -2.35
Cl 0.90 0.49 -1.27
O -2.33 1.53 0.22
H -3.01 0.87 0.18
H -1.51 1.03 0.27
O -0.01 -0.01 2.05
H -0.28 -0.89 2.31
H 0.78 -0.15 1.53
O 1.15 -2.40 0.08
H 0.20 -2.48 0.00
H 1.37 -1.61 -0.42

=====

Record 2
The following is a DFT calculation (ωB97M-V/def2-TZVPD) of C23H33N5O4S as an isolated structure.

Its HOMO-LUMO gap is 8.10 eV. The spin multiplicity is 1. The calculation puts the LUMO energy at -0.045 eV. The value obtained for the HOMO energy is -8.1485 eV. For the molecular weight, the calculation gives 475.61 g mol⁻¹. As for the total energy: -50864.559 eV.

Atoms and positions in Å:
C 0.48 -2.10 -5.62
C 0.48 -1.65 -4.17
C -0.91 -1.82 -3.55
H -1.62 -1.20 -4.10
H -1.22 -2.86 -3.64
C -1.02 -1.43 -2.07
N -0.55 -0.08 -1.81
C -1.46 0.92 -1.97
O -2.64 0.65 -2.23
C -1.08 2.32 -1.85
C -2.00 3.36 -2.01
N -3.31 3.24 -2.23
H -3.67 2.30 -2.38
H -3.84 4.08 -2.38
C -1.34 4.63 -1.87
N -0.05 4.56 -1.63
S 0.48 3.04 -1.54
C -2.03 5.92 -2.01
O -3.23 6.01 -2.25
N -1.23 6.99 -1.86
H -0.25 6.85 -1.68
H -1.60 7.92 -1.95
C 0.83 0.11 -1.43
C 1.03 0.51 0.02
C -0.01 0.83 0.87
C 0.22 1.19 2.19
C 1.52 1.23 2.68
C 2.58 0.91 1.82
C 2.33 0.56 0.51
H 3.16 0.31 -0.14
H 3.58 0.94 2.21
O 1.87 1.55 3.95
C 0.85 1.87 4.87
H 1.36 2.08 5.81
H 0.29 2.75 4.56
H 0.17 1.03 5.01
H -0.62 1.43 2.82
H -1.03 0.81 0.52
H 1.35 -0.83 -1.60
H 1.31 0.85 -2.08
H -2.09 -1.44 -1.82
C -0.32 -2.44 -1.14
O 0.51 -3.24 -1.52
N -0.74 -2.36 0.13
H -1.42 -1.66 0.40
C -0.21 -3.20 1.19
C 0.39 -2.35 2.31
H -0.41 -1.79 2.81
H 1.08 -1.63 1.87
C 1.15 -3.17 3.36
C 0.24 -4.16 4.09
H 0.80 -4.67 4.88
H -0.60 -3.64 4.54
H -0.14 -4.92 3.41
C 1.81 -2.23 4.36
H 1.05 -1.68 4.92
H 2.41 -2.79 5.08
H 2.44 -1.51 3.86
H 1.94 -3.74 2.85
H -1.02 -3.83 1.58
H 0.55 -3.83 0.73
H 0.79 -0.61 -4.12
H 1.19 -2.26 -3.61
H 1.47 -1.97 -6.06
H 0.20 -3.15 -5.70
H -0.23 -1.52 -6.20

=====

Record 3
The following is a DFT calculation (ωB97M-V/def2-TZVPD) of C32H68NO14 as an isolated structure in a non-equilibrium geometry.

Its HOMO-LUMO gap is 8.78 eV. The spin multiplicity is 1. The calculation puts the LUMO energy at -1.602 eV. The charge is +1. The value obtained for the HOMO energy is -10.3771 eV. For the molecular weight, the calculation gives 690.89 g mol⁻¹. As for the total energy: -64410.044 eV.

Atoms and positions in Å:
N 61.53 23.76 33.44
H 61.60 24.33 32.60
H 62.44 23.24 33.55
H 60.94 22.96 33.18
H 61.00 24.35 34.13
O 59.52 22.84 31.16
C 58.42 22.56 30.58
O 57.57 21.65 30.80
C 57.75 20.72 31.80
C 56.58 19.81 32.03
C 58.02 23.41 29.30
H 58.04 21.33 32.69
H 58.67 20.25 31.57
H 56.56 19.10 31.12
H 55.60 20.47 31.94
H 56.72 19.22 32.87
H 58.69 23.65 28.77
H 57.32 24.04 29.69
H 57.54 22.83 28.64
O 59.44 25.67 32.51
C 58.43 25.89 31.82
O 57.18 25.47 31.98
C 56.82 24.62 33.03
C 55.35 24.22 32.88
C 58.64 26.93 30.68
H 56.98 24.84 34.09
H 57.27 23.65 32.90
H 55.22 23.44 33.62
H 55.22 23.90 31.86
H 54.68 25.14 33.04
H 57.76 27.62 30.63
H 58.62 26.47 29.79
H 59.55 27.44 30.80
O 68.46 22.30 31.04
C 68.31 23.60 30.84
O 67.25 24.34 30.86
C 66.02 23.72 31.22
C 64.81 24.68 31.05
C 69.64 24.37 30.72
H 66.02 23.43 32.22
H 65.94 22.73 30.86
H 64.93 25.52 31.47
H 64.05 24.28 31.16
H 64.78 25.13 30.07
H 69.96 24.22 29.89
H 70.52 24.23 31.54
H 69.57 25.43 30.77
O 62.36 22.78 36.18
C 63.09 22.60 37.15
O 63.72 23.48 37.82
C 63.60 25.02 37.56
C 64.84 25.46 38.05
C 63.24 21.17 37.75
H 62.74 25.38 37.99
H 63.59 25.18 36.55
H 65.82 25.24 37.53
H 64.97 25.54 39.11
H 64.63 26.47 37.85
H 64.38 20.85 37.63
H 62.54 20.35 37.27
H 63.17 21.17 38.78
O 65.56 19.33 34.54
C 65.74 20.16 33.68
O 65.66 21.50 33.81
C 65.08 22.16 35.03
C 64.59 23.42 34.61
C 66.43 19.88 32.27
H 65.91 22.10 35.68
H 64.28 21.52 35.56
H 64.03 23.37 33.55
H 65.48 24.11 34.42
H 63.94 23.90 35.05
H 67.64 19.49 32.33
H 66.55 20.83 31.54
H 65.99 18.98 31.92
C 59.40 27.68 35.49
C 60.90 27.61 35.75
O 61.51 26.71 35.08
C 61.65 28.59 36.62
H 58.84 27.67 36.54
H 58.95 26.87 34.76
H 59.15 28.50 34.85
H 61.44 29.57 36.06
H 62.67 28.11 36.68
H 61.15 28.46 37.56
C 63.89 19.57 34.01
C 62.44 19.47 33.87
O 61.71 20.61 33.48
C 61.79 18.13 34.10
H 64.39 19.32 34.96
H 64.24 20.59 33.75
H 64.43 18.97 33.27
H 62.45 17.27 34.13
H 60.80 18.11 33.60
H 61.60 18.18 35.00
C 65.69 26.98 33.97
C 64.46 26.79 33.16
O 63.88 25.68 32.86
C 63.78 28.14 32.74
H 65.74 27.62 34.88
H 66.64 27.24 33.33
H 65.73 26.03 34.52
H 64.48 28.59 32.16
H 63.55 28.91 33.71
H 62.80 28.20 32.37
C 64.82 20.74 30.48
C 63.54 21.67 30.54
O 63.66 22.78 31.33
C 62.34 21.27 29.77
H 65.54 20.98 31.09
H 65.07 20.82 29.64
H 64.55 19.84 30.76
H 61.58 20.84 30.46
H 62.47 20.69 28.91
H 61.90 22.25 29.56

=====

Record 4
The following is a DFT calculation (ωB97M-V/def2-TZVPD) of a 7-piece molecular cluster, C15H38O7 overall in a non-equilibrium geometry.

Its HOMO-LUMO gap is 9.69 eV. The spin multiplicity is 1. The calculation puts the LUMO energy at 0.224 eV. The value obtained for the HOMO energy is -9.4690 eV. For the molecular weight, the calculation gives 330.46 g mol⁻¹. As for the total energy: -30500.500 eV. Its structure (SMILES) is C1CCOC1.C1CCOC1.C1CCOC1.CC(C)O.O.O.O.

Atoms and positions in Å:
C 9.72 19.01 -5.28
C 9.45 18.69 -6.75
C 8.12 18.01 -6.82
O 7.86 17.69 -5.42
C 8.38 18.71 -4.57
H 10.18 19.99 -5.17
H 10.38 18.30 -4.78
H 10.20 18.20 -7.37
H 9.30 19.70 -7.14
H 8.23 17.11 -7.43
H 7.42 18.74 -7.22
H 8.51 18.37 -3.54
H 7.61 19.47 -4.45
C 13.05 19.03 -6.38
C 13.85 20.09 -7.10
C 15.32 19.70 -6.89
O 15.35 18.46 -6.18
C 14.11 17.83 -6.43
H 12.18 18.70 -6.94
H 12.66 19.31 -5.40
H 13.58 21.10 -6.79
H 13.50 20.02 -8.13
H 15.80 20.48 -6.30
H 15.73 19.63 -7.90
H 13.76 17.15 -5.65
H 14.14 17.22 -7.34
C 9.65 16.67 -1.66
C 8.14 16.38 -1.39
C 8.16 15.17 -0.38
O 9.58 14.91 -0.21
C 10.46 15.99 -0.49
H 9.75 17.76 -1.61
H 10.02 16.37 -2.64
H 7.61 15.99 -2.26
H 7.51 17.18 -0.99
H 7.64 14.25 -0.66
H 7.73 15.50 0.57
H 11.52 15.77 -0.59
H 10.40 16.58 0.42
O 11.41 20.17 -1.98
H 12.04 20.28 -1.26
H 11.00 21.03 -2.07
O 12.62 17.43 -2.25
H 12.45 18.00 -2.99
H 11.96 17.67 -1.60
O 15.30 16.44 -2.23
H 15.42 16.25 -1.30
H 14.35 16.43 -2.35
C 17.01 19.75 -3.35
C 16.06 20.33 -2.24
C 14.88 20.81 -2.87
O 15.85 19.31 -1.30
H 16.64 18.86 -3.87
H 18.03 19.55 -3.00
H 17.27 20.42 -4.16
H 16.59 21.20 -1.85
H 14.29 21.24 -2.06
H 14.22 20.03 -3.24
H 15.07 21.58 -3.62
H 15.79 18.47 -1.76

=====

Record 5
The following is a DFT calculation (ωB97M-V/def2-TZVPD) of C55H66IrN3O5P as an isolated structure.

Its HOMO-LUMO gap (alpha / beta) is 6.30 / 5.41 eV. The spin multiplicity is 2. The calculation puts the LUMO energy (alpha / beta) at -0.503 / -1.361 eV. The value obtained for the HOMO energy (alpha / beta) is -6.8026 / -6.7661 eV. As for the expectation value of S²: 0.77. For the molecular weight, the calculation gives 1072.34 g mol⁻¹. As for the total energy: -84941.173 eV.

Atoms and positions in Å:
Ir -0.25 0.32 -1.39
C 3.92 3.46 3.99
C 2.85 2.37 3.88
C 3.55 1.01 3.93
C 1.89 2.49 5.08
C 2.06 2.47 2.58
C 1.14 1.49 2.26
C 0.54 1.51 1.01
N -0.41 0.58 0.54
C -1.70 0.43 1.00
C -2.03 0.02 2.28
C -3.35 -0.16 2.63
C -4.32 0.20 1.67
C -4.05 0.67 0.39
C -2.69 0.70 -0.01
O -2.25 1.03 -1.19
C -5.23 1.15 -0.46
C -6.28 0.04 -0.60
C -4.85 1.62 -1.87
C -5.86 2.35 0.26
C -3.71 -0.79 3.97
C -5.22 -0.93 4.17
C -3.08 -2.19 4.04
C -3.14 0.06 5.11
C 0.87 2.45 0.00
O 0.37 2.25 -1.20
C 1.68 3.54 0.38
C 2.26 3.49 1.64
C 1.95 4.79 -0.48
C 1.19 5.96 0.16
C 1.48 4.67 -1.93
C 3.45 5.12 -0.49
H 4.51 3.29 4.89
H 4.59 3.45 3.13
H 3.47 4.46 4.07
H 4.19 0.94 4.81
H 2.84 0.18 3.97
H 4.17 0.86 3.04
H 2.44 2.40 6.02
H 1.39 3.46 5.07
H 1.13 1.72 5.05
H 0.89 0.70 2.95
H -1.23 -0.19 2.98
H -5.36 0.13 1.96
H -5.85 -0.86 -1.04
H -6.73 -0.23 0.36
H -7.09 0.38 -1.25
H -4.42 0.83 -2.48
H -5.75 1.99 -2.36
H -4.12 2.43 -1.84
H -6.19 2.09 1.27
H -5.14 3.17 0.34
H -6.73 2.71 -0.30
H -5.66 -1.56 3.40
H -5.41 -1.40 5.13
H -5.72 0.04 4.16
H -3.42 -2.80 3.19
H -1.99 -2.15 4.00
H -3.38 -2.70 4.96
H -3.56 1.07 5.08
H -3.39 -0.38 6.08
H -2.06 0.15 5.05
H 2.91 4.31 1.92
H 0.11 5.80 0.11
H 1.46 6.08 1.21
H 1.42 6.89 -0.36
H 0.43 4.40 -2.00
H 1.63 5.63 -2.42
H 2.05 3.91 -2.47
H 3.80 5.50 0.46
H 4.04 4.24 -0.74
H 3.65 5.89 -1.24
C 0.01 0.92 -5.99
O -1.08 0.06 -5.65
C -1.29 -0.16 -4.34
O -0.51 0.35 -3.53
N -2.36 -0.95 -4.20
N -2.87 -1.39 -2.99
H -0.04 1.03 -7.06
H 0.96 0.45 -5.71
H -0.08 1.88 -5.49
H -2.70 -1.34 -5.07
H -2.53 -2.30 -2.74
H -3.88 -1.32 -3.00
O -0.63 -1.69 -1.55
P 0.74 -2.48 -1.41
C -0.23 -4.07 -1.74
C -1.06 -4.58 -0.75
C -1.97 -5.60 -1.01
C -2.06 -6.14 -2.29
C -1.24 -5.65 -3.29
C -0.34 -4.62 -3.02
C 1.31 -2.97 0.27
C 0.82 -2.24 1.35
C 1.18 -2.57 2.65
C 2.04 -3.63 2.90
C 2.51 -4.38 1.83
C 2.13 -4.07 0.54
C 1.97 -2.73 -2.77
C 2.11 -1.75 -3.75
C 3.09 -1.85 -4.73
C 3.96 -2.93 -4.75
C 3.82 -3.93 -3.79
C 2.83 -3.83 -2.82
H -1.01 -4.18 0.26
H -2.60 -5.98 -0.21
H -2.77 -6.92 -2.50
H -1.30 -6.06 -4.29
H 0.28 -4.26 -3.83
H 0.15 -1.42 1.17
H 0.78 -2.00 3.48
H 2.32 -3.87 3.91
H 3.16 -5.23 2.01
H 2.47 -4.70 -0.26
H 1.47 -0.89 -3.74
H 3.18 -1.07 -5.48
H 4.73 -3.01 -5.51
H 4.48 -4.78 -3.80
H 2.72 -4.65 -2.13
C 1.41 -0.58 -1.25
C 2.76 -0.07 -1.13
C 3.75 -0.84 -0.50
C 5.05 -0.38 -0.41
C 5.39 0.84 -0.98
C 4.43 1.60 -1.63
C 3.12 1.16 -1.69
H 3.48 -1.80 -0.07
H 5.80 -0.98 0.09
H 6.41 1.20 -0.92
H 4.70 2.55 -2.08
H 2.35 1.75 -2.18

=====

Record 6
The following is a DFT calculation (ωB97M-V/def2-TZVPD) of a 2-piece molecular cluster, C27H45FN3O2S overall in a non-equilibrium geometry.

Its HOMO-LUMO gap is 8.51 eV. The spin multiplicity is 1. The calculation puts the LUMO energy at -2.443 eV. The charge is +1. The value obtained for the HOMO energy is -10.9527 eV. For the molecular weight, the calculation gives 494.74 g mol⁻¹. As for the total energy: -50840.802 eV.

Atoms and positions in Å:
C 5.23 0.57 0.15
C 3.93 -0.20 -0.13
S 2.78 0.09 1.24
C 1.51 -1.14 0.90
C 0.24 -0.64 0.12
C -0.99 -0.90 0.98
C -2.09 -1.61 0.53
C -3.19 -1.78 1.37
C -3.12 -1.22 2.64
C -1.96 -0.54 3.00
N -0.91 -0.38 2.21
C 0.25 -1.37 -1.23
N -0.31 -0.39 -2.26
C -1.19 -0.91 -3.34
C -0.35 -1.30 -4.55
C -0.01 -0.15 -5.48
F 0.83 -1.88 -4.07
C -0.80 0.77 -1.44
C 0.28 0.83 -0.37
C 0.09 1.98 0.62
C 1.09 3.15 0.43
C 0.38 4.48 0.17
C -0.23 5.10 1.43
C -1.60 4.56 1.87
C -2.62 4.52 0.76
O -3.92 4.28 1.29
C -4.33 3.00 1.37
C -4.23 2.14 0.14
O -4.82 2.59 2.35
H 5.48 1.20 -0.70
H 5.13 1.18 1.04
H 6.05 -0.12 0.31
H 4.11 -1.27 -0.21
H 3.49 0.11 -1.08
H 1.23 -1.58 1.85
H 2.00 -1.93 0.33
H -2.13 -2.03 -0.47
H -4.06 -2.33 1.06
H -3.94 -1.30 3.33
H -1.89 -0.12 3.99
H -0.28 -2.32 -1.26
H 1.24 -1.62 -1.60
H 0.51 -0.02 -2.75
H -1.81 -1.72 -2.98
H -1.85 -0.10 -3.65
H -0.88 -2.08 -5.10
H -0.55 -0.25 -6.42
H 1.04 -0.16 -5.73
H -0.26 0.83 -5.07
H -1.74 0.43 -1.01
H -0.95 1.67 -2.03
H 1.23 0.93 -0.90
H 0.17 1.60 1.63
H -0.90 2.39 0.45
H 1.81 2.94 -0.36
H 1.67 3.26 1.34
H 1.11 5.19 -0.24
H -0.36 4.33 -0.62
H -0.32 6.17 1.29
H 0.48 4.96 2.25
H -1.99 5.23 2.64
H -1.50 3.59 2.36
H -2.35 3.78 0.01
H -2.64 5.48 0.25
H -3.79 2.67 -0.71
H -5.21 1.77 -0.13
H -3.57 1.31 0.38
C 2.60 -5.48 2.83
C 1.46 -5.59 1.82
C 1.96 -5.84 0.39
C 2.79 -4.74 -0.10
N 3.46 -3.87 -0.44
H 3.25 -4.64 2.61
H 2.20 -5.33 3.84
H 3.20 -6.39 2.85
H 0.86 -4.68 1.84
H 0.80 -6.42 2.09
H 1.12 -5.97 -0.29
H 2.55 -6.76 0.35